(1)
Computed, not measured: an isolated molecule of C9H7ClO at a distorted geometry, with the ωB97M-V functional and the def2-TZVPD basis.

The geometry in XYZ format:
```
18
Properties=species:S:1:pos:R:3:lowdin_charge:R:1
C -2.551 -0.775 0.692 -0.077
C -1.547 -0.944 1.604 -0.046
C -2.296 -0.309 -0.604 -0.088
C -0.283 -0.483 1.221 -0.052
C -1.070 0.154 -0.994 -0.010
C -0.017 0.061 -0.023 -0.211
C 2.580 0.657 0.161 -0.635
C 2.003 1.080 -1.350 0.069
C 1.243 0.815 -0.161 -0.108
O 3.493 1.096 0.804 0.079
Cl 2.588 -1.564 0.179 0.220
H -3.567 -1.056 0.810 0.096
H -1.593 -1.084 2.712 0.131
H -3.169 -0.318 -1.358 0.138
H 0.411 -0.417 1.994 0.099
H -0.767 0.501 -1.995 0.124
H 2.546 2.059 -1.379 0.142
H 1.997 0.529 -2.313 0.127
```

2S+1: 1
Electronic energy (eV): -24012.008
Molar mass (g/mol): 166.607
Orbital gap (spin up / spin down) (eV): 7.2 / 7.2
Highest occupied orbital energy (spin up / spin down) (eV): -9.3 / -9.3
ΔE to the lowest compared entry with this formula, charge and spin (kJ/mol): 210.4

(2)
Computed, not measured: a structure of composition C48H51Br2Cl5IrN2O3PSSb at a distorted geometry, with the ωB97M-V functional and the def2-TZVPD basis.

The geometry in XYZ format:
```
115
Properties=species:S:1:pos:R:3:lowdin_charge:R:1
Ir 1.310 0.805 0.889 1.227
Cl -0.649 4.222 7.033 0.663
C 0.197 3.730 5.618 -0.724
C -0.144 2.554 4.961 -0.704
Cl -1.421 1.581 5.572 0.695
C 0.550 2.155 3.834 -0.552
Cl 0.150 0.661 3.068 0.779
C 1.610 2.918 3.272 -0.511
O 2.271 2.555 2.258 -0.188
C 1.920 4.118 3.976 -0.608
Cl 3.200 5.072 3.354 0.719
C 1.255 4.496 5.125 -0.708
Cl 1.726 5.912 5.972 0.690
C 3.535 0.033 3.438 -0.029
C 3.418 -1.097 2.468 -0.297
C 4.292 -2.150 2.533 -0.006
C 4.166 -3.248 1.666 0.000
C 3.130 -3.247 0.736 -0.203
C 2.917 -4.296 -0.191 -0.621
Br 4.070 -5.801 -0.194 0.758
C 1.911 -4.257 -1.159 -0.178
C 1.088 -3.171 -1.187 -0.602
Br -0.224 -2.989 -2.519 0.840
C 1.209 -2.059 -0.273 -0.465
O 0.426 -1.062 -0.408 -0.299
C 2.258 -2.119 0.694 -0.156
N 2.420 -1.051 1.528 0.015
H 4.464 -0.050 3.994 0.084
H 2.706 0.008 4.147 0.078
H 3.520 0.994 2.925 0.060
H 5.084 -2.140 3.266 0.114
H 4.851 -4.075 1.733 0.074
H 1.810 -5.063 -1.867 0.097
C 5.143 0.558 -3.536 -0.068
C 4.103 0.224 -2.473 -0.573
C 3.263 -0.958 -2.951 -0.076
C 4.775 -0.195 -1.163 -0.078
P 2.864 1.650 -2.083 0.990
N 2.116 1.266 -0.759 -0.308
C 3.736 3.336 -1.751 -0.596
C 4.240 4.045 -3.004 -0.077
C 4.899 3.032 -0.810 -0.088
C 2.785 4.231 -0.956 -0.082
C 1.537 1.750 -3.473 -0.579
C 0.720 3.006 -3.174 -0.087
C 2.110 1.849 -4.883 -0.075
C 0.591 0.548 -3.348 -0.109
H 5.717 -0.345 -3.745 0.095
H 5.839 1.321 -3.202 0.067
H 4.679 0.885 -4.463 0.068
H 3.865 -1.865 -2.935 0.099
H 2.904 -0.824 -3.965 0.071
H 2.422 -1.111 -2.286 0.050
H 5.214 -1.186 -1.283 0.093
H 4.034 -0.244 -0.365 0.051
H 5.566 0.485 -0.863 0.067
H 4.883 3.403 -3.604 0.067
H 4.825 4.913 -2.698 0.091
H 3.427 4.408 -3.629 0.067
H 5.726 2.544 -1.315 0.066
H 4.542 2.427 0.021 0.077
H 5.275 3.965 -0.398 0.093
H 1.940 4.595 -1.527 0.065
H 3.340 5.101 -0.611 0.093
H 2.422 3.701 -0.077 0.052
H 1.280 3.911 -3.391 0.066
H 0.406 3.008 -2.133 0.067
H -0.170 3.015 -3.803 0.092
H 2.865 2.627 -4.960 0.065
H 1.297 2.096 -5.566 0.093
H 2.544 0.910 -5.216 0.065
H 0.611 0.136 -2.341 0.023
H 0.828 -0.241 -4.055 0.063
H -0.431 0.860 -3.552 0.087
S -1.856 -1.570 1.024 0.129
Sb -4.097 -1.865 0.869 1.252
C -5.477 -0.449 0.012 -0.327
C -6.779 -0.465 0.487 -0.131
C -7.738 0.339 -0.104 -0.081
C -7.397 1.161 -1.166 -0.082
C -6.093 1.182 -1.632 -0.080
C -5.131 0.371 -1.048 -0.117
C -4.960 -2.130 2.805 -0.363
C -5.288 -3.387 3.281 -0.119
C -5.719 -3.528 4.589 -0.083
C -5.803 -2.420 5.416 -0.082
C -5.466 -1.165 4.937 -0.079
C -5.044 -1.019 3.628 -0.130
C -4.532 -3.628 -0.242 -0.348
C -3.489 -4.223 -0.928 -0.144
C -3.712 -5.376 -1.659 -0.075
C -4.979 -5.934 -1.687 -0.082
C -6.024 -5.332 -1.004 -0.086
C -5.805 -4.171 -0.281 -0.129
H -7.043 -1.102 1.323 0.094
H -8.755 0.317 0.261 0.105
H -8.151 1.779 -1.633 0.104
H -5.833 1.830 -2.458 0.105
H -4.115 0.375 -1.422 0.096
H -5.199 -4.251 2.632 0.097
H -5.979 -4.507 4.962 0.104
H -6.124 -2.539 6.440 0.103
H -5.521 -0.303 5.585 0.105
H -4.770 -0.042 3.246 0.105
H -2.504 -3.777 -0.891 0.021
H -2.898 -5.831 -2.205 0.105
H -5.157 -6.840 -2.248 0.103
H -7.013 -5.767 -1.035 0.103
H -6.622 -3.694 0.245 0.099
C -1.375 1.564 -0.229 -0.097
C -0.201 2.147 0.485 -0.549
O -0.118 3.276 0.867 0.041
H -2.058 2.355 -0.527 0.088
H -1.879 0.872 0.449 -0.015
H -1.053 0.967 -1.075 0.052
```

2S+1: 2
Electronic energy (eV): -291922.442
Molar mass (g/mol): 1418.038
Orbital gap (spin up / spin down) (eV): 6.6 / 5.9
Highest occupied orbital energy (spin up / spin down) (eV): -7.2 / -7.2

Question: The lowest molar mass belongs to which entry?
Answer: C9H7ClO

Question: What is the formula in the first record?
Answer: C9H7ClO